DFT (the ωB97M-V functional and the def2-TZVPD basis) results for a structure of composition C3H2CsO3 in a non-equilibrium geometry.

Properties
LUMO   -3.74 eV
Molar mass   218.951 g mol⁻¹
Net charge   +1
Relative energy (zero: lowest compared OMol25 entry of this formula, charge and spin)   269.67 kJ/mol
F_max   5.73 eV/A
Kohn-Sham gap   9.7 eV

Last column: natural (NBO) charge in e.
Element x y z (Å)
H 0.09485 -1.95366 -1.71661  0.5481
O 0.16384 -1.06920 -2.31490  -0.6292
Cs -2.18985 2.67074 0.98933  0.9977
H 0.40744 0.55152 3.07669  0.2590
O 0.73766 -0.80828 -0.22200  -0.5553
C 0.26951 -0.10924 -1.46882  1.0170
O -0.45497 0.83960 -1.36856  -0.5726
C 0.43993 0.17235 2.06733  -0.3969
C 0.53161 -0.29384 0.95754  0.3322